# 1
C6H11N | the ωB97M-V functional and the def2-TZVPD basis

As for the SMILES: CCC(C)(C)C#N. The total energy comes out at -7890.4997 eV. Its HOMO energy is -11.369 eV. The value obtained for the energy above the lowest of the compared OMol25 structures with the same formula, charge and spin is 0.7 kcal/mol. The maximum force comes out at 0.022 hartree/bohr.

Structure (XYZ):
```
18
Properties=species:S:1:pos:R:3:forces:R:3:lowdin_charge:R:1
C 2.10160 0.10346 -0.15475 0.0 0.0 0.0 -0.099
C 0.85330 -0.72538 0.14460 0.0 -0.1 0.0 -0.211
C -0.47771 0.06231 0.21004 0.0 0.0 0.0 -0.563
C -1.66684 -0.91086 0.26122 -0.1 -0.1 0.0 -0.052
C -0.66813 0.97353 -1.00992 0.0 0.1 -0.1 -0.045
C -0.51029 0.83676 1.46955 0.0 0.5 0.8 -0.193
N -0.57597 1.37042 2.49478 0.1 -0.4 -1.0 0.163
H 2.08261 0.51471 -1.16946 0.0 -0.1 0.2 0.069
H 2.99644 -0.52251 -0.07648 -0.1 0.1 0.0 0.075
H 2.21648 0.93647 0.54863 -0.1 -0.1 -0.1 0.081
H 0.98209 -1.25008 1.09928 0.0 0.0 -0.1 0.120
H 0.73452 -1.49907 -0.62500 0.0 0.1 0.1 0.118
H -1.55548 -1.64008 1.06897 0.0 0.1 -0.1 0.092
H -2.60263 -0.36342 0.41235 0.1 -0.1 0.0 0.092
H -1.72949 -1.44146 -0.69509 0.0 0.0 0.2 0.088
H -1.59273 1.55258 -0.92596 0.1 -0.1 0.0 0.092
H 0.16177 1.66889 -1.15639 -0.1 -0.1 0.1 0.080
H -0.74955 0.33373 -1.89635 0.1 0.1 0.1 0.093
```
Positions in Å, forces in eV/Å.

=====

# 2
C6H11N | the ωB97M-V functional and the def2-TZVPD basis

The total energy comes out at -7885.6820 eV. Its HOMO energy (alpha / beta) is -9.879 / -9.779 eV. The value obtained for the energy above the lowest of the compared OMol25 structures with the same formula, charge and spin is 111.8 kcal/mol. The maximum force comes out at 0.026 hartree/bohr.

Structure (XYZ):
```
18
Properties=species:S:1:pos:R:3:forces:R:3:lowdin_charge:R:1
C 2.24348 0.41220 -0.09302 0.0 0.0 0.0 -0.101
C 1.13899 -0.63060 -0.25976 0.0 -0.1 0.0 -0.223
C -0.28750 -0.05596 -0.14672 0.0 0.0 0.0 -0.392
C -2.67714 -1.64378 0.94974 -0.1 0.2 0.5 0.163
C -0.62136 0.97162 -1.23689 0.0 0.0 -0.1 -0.056
C -0.49295 0.53525 1.18899 -0.2 0.5 1.1 -0.233
N -0.65186 0.99632 2.24152 0.2 -0.5 -1.2 0.161
H 2.21380 1.16664 -0.88747 0.0 -0.1 0.1 0.070
H 3.22746 -0.06617 -0.12885 -0.2 0.1 0.0 0.074
H 2.15406 0.92763 0.87084 0.0 -0.1 -0.2 0.076
H 1.25840 -1.42152 0.49113 0.0 0.1 -0.1 0.116
H 1.21810 -1.11293 -1.24226 0.0 0.1 0.1 0.115
H -2.23437 -1.88815 1.94100 0.0 -0.1 -0.3 -0.050
H -3.28825 -0.74681 1.19520 0.1 -0.2 -0.2 -0.050
H -1.00139 -0.89558 -0.23482 0.2 0.2 0.0 0.076
H -1.66648 1.28901 -1.16918 0.2 -0.1 0.0 0.085
H 0.01195 1.86046 -1.15406 -0.1 -0.1 0.0 0.081
H -0.46080 0.52104 -2.22225 0.0 0.1 0.2 0.088
```
Positions in Å, forces in eV/Å.

=====

# 3
C6H11N | the ωB97M-V functional and the def2-TZVPD basis

The total energy comes out at -7888.5352 eV. Its HOMO energy is -10.980 eV. The value obtained for the energy above the lowest of the compared OMol25 structures with the same formula, charge and spin is 46.0 kcal/mol. The maximum force comes out at 0.037 hartree/bohr.

Structure (XYZ):
```
18
Properties=species:S:1:pos:R:3:forces:R:3:lowdin_charge:R:1
C -2.56966 0.23119 0.10920 0.0 0.1 0.0 -0.113
C -1.29610 -0.53862 -0.22370 0.1 0.0 0.1 -0.247
C -0.00494 0.08457 0.33457 0.0 -0.5 0.6 -0.368
C 1.24801 -0.63318 -0.19831 -0.1 0.0 0.1 -0.247
C 2.56814 0.05247 0.13817 0.0 0.1 0.0 -0.114
C 0.07684 1.85504 -0.94470 0.0 1.1 0.3 0.075
N 0.05046 1.63539 0.22441 0.0 -0.8 -1.7 0.010
H -3.45669 -0.35939 -0.14128 0.1 0.1 0.0 0.072
H -2.61571 1.16931 -0.45127 0.0 -0.1 0.1 0.062
H -2.61246 0.47582 1.17596 0.0 0.0 -0.1 0.077
H -1.34618 -1.54350 0.21866 0.0 0.1 -0.1 0.115
H -1.22526 -0.68595 -1.31169 0.1 0.2 0.2 0.113
H -0.01782 0.01723 1.41355 0.0 -0.5 0.3 0.126
H 1.22355 -1.63192 0.25963 0.0 0.1 -0.1 0.115
H 1.18002 -0.79241 -1.28482 -0.1 0.2 0.2 0.113
H 2.61385 0.31634 1.20024 0.0 0.0 -0.1 0.077
H 3.41477 -0.60384 -0.08736 -0.1 0.1 0.0 0.072
H 2.68755 0.97287 -0.44044 0.0 -0.1 0.1 0.061
```
Positions in Å, forces in eV/Å.

=====

# 4
C6H11N | the ωB97M-V functional and the def2-TZVPD basis

The total energy comes out at -7884.4571 eV. Its HOMO energy is -7.173 eV. The value obtained for the energy above the lowest of the compared OMol25 structures with the same formula, charge and spin is 140.1 kcal/mol. The maximum force comes out at 0.056 hartree/bohr.

Structure (XYZ):
```
18
Properties=species:S:1:pos:R:3:forces:R:3:lowdin_charge:R:1
C 1.22156 0.45370 -1.56290 -1.1 0.1 0.8 -0.124
C 1.20540 -0.58324 -0.42724 0.8 0.6 -1.3 -0.245
C 1.03081 0.08287 0.98995 0.4 -1.5 -2.5 -0.168
C -0.34366 0.13233 1.53048 0.4 -0.2 -0.1 -0.053
C -1.40827 0.71503 0.84350 -0.9 0.7 -0.1 -0.267
N -1.77797 0.63229 -0.52245 1.0 0.1 -0.2 -0.034
C -2.11406 -0.59204 -0.07326 0.1 0.2 -0.2 -0.062
H 1.19684 -0.08286 -2.49056 0.3 -0.1 -0.7 0.063
H 2.03826 1.17471 -1.52092 0.1 -0.2 0.1 0.074
H 0.26736 0.98097 -1.50037 0.1 0.3 -0.2 0.046
H 0.52398 -1.34487 -0.78389 -0.6 -0.2 0.7 0.083
H 2.16629 -1.06342 -0.54241 0.5 -0.3 0.7 0.090
H 1.82712 -0.35078 1.57925 -0.4 -0.1 0.9 0.104
H 1.35408 1.07670 0.70687 -0.1 0.6 0.6 0.106
H -0.55944 -0.39178 2.45566 0.2 1.0 0.6 0.107
H -2.02187 1.47721 1.33565 -0.6 -0.9 0.9 0.113
H -3.17305 -0.87456 0.02395 -0.1 0.0 0.0 0.093
H -1.43339 -1.44227 -0.04131 0.0 -0.1 0.1 0.073
```
Positions in Å, forces in eV/Å.

=====

# 5
C6H11N | the ωB97M-V functional and the def2-TZVPD basis

As for the SMILES: C[C@H]1[C@H]2[C@H](N)[C@]21C. The total energy comes out at -7883.7746 eV. Its HOMO energy (alpha / beta) is -6.436 / -6.438 eV. The value obtained for the energy above the lowest of the compared OMol25 structures with the same formula, charge and spin is 155.8 kcal/mol. The maximum force comes out at 0.120 hartree/bohr.

Structure (XYZ):
```
18
Properties=species:S:1:pos:R:3:forces:R:3:lowdin_charge:R:1
C 0.59869 -2.09681 1.11421 -0.3 -0.6 0.5 -0.077
C 0.49595 -1.21434 -0.08260 -0.6 1.9 3.3 -0.242
C -0.81663 -0.53760 -0.45118 -3.9 -2.5 -4.1 -0.188
C -1.10194 0.83930 0.12920 1.2 -0.5 2.4 -0.290
N -1.52490 1.89256 -0.79379 0.8 -0.2 0.4 0.055
C 0.30221 0.27192 0.13069 2.1 1.9 -1.2 -0.258
C 1.30535 1.08849 -0.63755 0.4 0.4 -0.7 -0.048
H -0.15502 -1.85345 1.87042 0.1 0.0 -0.1 0.088
H 0.46339 -3.14319 0.82376 0.0 0.0 0.1 0.077
H 1.58692 -1.99503 1.57342 0.0 -0.1 0.0 0.077
H 1.12213 -1.55748 -0.89752 0.2 0.5 -0.2 0.133
H -1.60778 -1.17940 -0.07265 0.0 0.1 -0.4 0.132
H -1.58715 0.86954 1.10329 -0.2 -0.3 -0.1 0.128
H -1.26615 2.81023 -0.43379 0.0 -0.2 0.0 0.075
H -2.53922 1.89963 -0.89273 0.2 -0.3 0.1 0.079
H 1.09789 1.08785 -1.71338 -0.1 0.1 0.1 0.100
H 2.31603 0.69331 -0.48733 -0.2 0.0 0.0 0.080
H 1.31025 2.12446 -0.28248 -0.1 -0.1 -0.1 0.079
```
Positions in Å, forces in eV/Å.

=====

# 6
C6H11N | the ωB97M-V functional and the def2-TZVPD basis

As for the SMILES: C=N[C@@H](C)C(=C)C. The total energy comes out at -7887.7843 eV. Its HOMO energy is -9.410 eV. The value obtained for the energy above the lowest of the compared OMol25 structures with the same formula, charge and spin is 63.3 kcal/mol. The maximum force comes out at 0.066 hartree/bohr.

Structure (XYZ):
```
18
Properties=species:S:1:pos:R:3:forces:R:3:lowdin_charge:R:1
C 0.60397 2.38861 1.23074 -0.8 -1.0 -0.8 -0.063
N 0.94135 1.20913 0.93736 -1.0 -1.5 0.3 0.024
C -0.11953 0.19667 0.56627 1.3 -1.0 -1.4 -0.297
C -1.43869 0.82899 0.13804 -0.8 -2.0 0.9 -0.092
C 0.42297 -0.88557 -0.53609 -2.1 0.8 1.4 -0.280
C 0.41332 -0.67103 -1.82681 1.2 2.1 -2.3 0.015
C 0.60643 -2.29777 -0.02229 0.0 0.6 -1.0 -0.070
H 1.34575 2.99921 1.62347 1.5 1.3 0.5 0.041
H -0.36275 2.87473 1.10775 -0.4 -0.4 0.0 0.071
H -0.20216 -0.55569 1.39044 -0.3 1.4 0.0 0.130
H -2.15562 0.13175 -0.30371 0.3 -0.5 0.3 0.087
H -1.38004 1.52674 -0.62003 0.9 1.7 -1.6 0.049
H -1.98957 1.29477 0.92962 -0.1 0.3 0.8 0.064
H 0.76205 -1.31440 -2.59139 0.1 -2.0 0.0 0.041
H 0.42557 0.24678 -2.46317 -0.8 0.3 1.7 0.080
H 1.28863 -2.80209 -0.67830 0.2 -0.5 -0.4 0.074
H -0.22951 -2.94052 0.22334 -0.8 0.3 -0.6 0.085
H 1.06781 -2.23032 0.89475 1.5 0.2 2.3 0.041
```
Positions in Å, forces in eV/Å.